No. 1
11
Properties=species:S:1:pos:R:3 method="wB97M-V/def2-TZVPD" charge=0 gap_ev=9.70 spin_multiplicity=1 e_homo_ev=-9.9 e_lumo_ev=-0.231
N -1.04 0.63 1.77
C -0.20 0.39 0.99
O 1.01 -1.67 2.11
H 0.79 -0.57 -2.16
O 1.32 -1.66 -0.15
C -0.21 0.82 -1.26
C 1.01 -1.40 0.97
H 0.62 1.52 -1.20
H -1.20 1.27 -1.20
H -1.95 0.99 1.98
N -0.14 -0.32 -1.84

No. 2
11
Properties=species:S:1:pos:R:3 method="wB97M-V/def2-TZVPD" charge=0 gap_ev=11.40 spin_multiplicity=1 e_homo_ev=-10.6 e_lumo_ev=0.775
H -1.69 -1.42 0.47
H 2.77 -0.15 -0.84
N 0.72 0.08 -0.54
C -1.63 -0.38 0.16
H -1.80 -0.29 -0.92
C 1.99 -0.40 -0.10
N -0.32 0.15 0.55
O 0.19 2.45 -0.11
O 2.16 -1.05 0.89
H -2.39 0.20 0.70
C 0.17 1.27 -0.04

No. 3
11
Properties=species:S:1:pos:R:3 method="wB97M-V/def2-TZVPD" charge=0 gap_ev=9.11 spin_multiplicity=1 e_homo_ev=-8.3 e_lumo_ev=0.829
H -2.50 -0.06 0.30
C -0.49 0.85 -0.07
O -1.98 -0.96 -0.10
H 0.45 -2.27 -0.06
H 1.31 1.99 -0.24
C 1.48 -0.21 -0.08
N 0.85 1.05 0.01
N -0.68 -0.46 0.07
C 0.50 -1.19 -0.03
O -1.44 1.57 -0.02
H 2.50 -0.30 0.24

No. 4
11
Properties=species:S:1:pos:R:3 method="wB97M-V/def2-TZVPD" charge=0 gap_ev=9.80 spin_multiplicity=1 e_homo_ev=-9.3 e_lumo_ev=0.528
H 2.12 -0.84 -1.16
C -1.46 -0.30 -0.10
C 1.50 -0.59 -0.30
H -1.70 -0.84 -1.01
H -1.94 0.69 -0.12
C 0.59 1.14 0.44
N 0.78 -1.31 0.48
N -0.04 -0.05 0.01
O 1.86 0.81 0.17
O 0.10 2.15 0.83
H -1.80 -0.86 0.77

No. 5
11
Properties=species:S:1:pos:R:3 method="wB97M-V/def2-TZVPD" charge=0 gap_ev=10.76 spin_multiplicity=1 e_homo_ev=-10.3 e_lumo_ev=0.489
O -0.19 -1.20 -0.27
N -1.53 0.76 -0.30
C 0.78 -0.84 0.50
N 2.12 0.88 -0.87
C 1.62 0.24 -0.06
H 0.43 -0.66 1.58
H 1.20 -1.98 0.37
O -0.33 1.49 0.38
C -1.14 -0.34 -0.62
H -0.74 2.46 0.40
H -2.21 -0.82 -1.12

No. 6
11
Properties=species:S:1:pos:R:3 method="wB97M-V/def2-TZVPD" charge=0 gap_ev=8.75 spin_multiplicity=1 e_homo_ev=-8.7 e_lumo_ev=0.038
C -0.60 0.34 -0.12
N 1.17 2.10 -0.27
H 0.81 -2.15 0.61
H -1.58 -1.68 -0.05
H 2.26 1.97 -0.08
C 0.75 0.89 0.09
O -1.97 0.93 -0.08
O 1.60 -0.29 0.04
H -2.68 0.38 0.44
N 0.82 -1.44 -0.26
C -0.58 -1.06 -0.32

No. 7
11
Properties=species:S:1:pos:R:3 method="wB97M-V/def2-TZVPD" charge=0 gap_ev=10.82 spin_multiplicity=1 e_homo_ev=-10.0 e_lumo_ev=0.821
O 0.48 -2.27 0.29
N -1.00 -0.44 0.70
C 0.35 1.28 -0.02
H -1.74 1.42 0.87
H 0.82 1.80 0.87
C -0.96 0.81 0.50
N 1.00 0.06 -0.54
O 0.01 -0.62 -1.36
H 0.40 1.92 -0.89
C 0.10 -1.03 -0.02
H 0.53 -2.93 -0.40

No. 8
12
Properties=species:S:1:pos:R:3 method="wB97M-V/def2-TZVPD" charge=0 gap_ev=9.14 spin_multiplicity=1 e_homo_ev=-8.7 e_lumo_ev=0.422
C 0.65 -0.40 0.38
C 2.05 -0.52 -0.25
H 2.07 -1.29 -1.05
H -2.00 -2.09 -0.03
H -3.30 -0.30 -0.03
O -0.18 -1.29 -0.39
S -0.04 1.31 -0.01
C -2.19 -0.11 0.03
N -1.74 1.07 -0.20
H 0.60 -0.65 1.43
N -1.42 -1.27 0.32
O 2.98 0.16 0.14

No. 9
12
Properties=species:S:1:pos:R:3 method="wB97M-V/def2-TZVPD" charge=0 gap_ev=9.33 spin_multiplicity=1 e_homo_ev=-10.4 e_lumo_ev=-1.106
C -0.32 0.75 0.16
N -1.74 1.02 0.47
C 2.46 -0.20 -0.03
O -2.48 -0.44 -1.50
H -0.08 -1.09 1.46
N 1.52 -0.90 0.21
H 0.36 1.27 0.90
H -0.05 1.01 -0.88
C 0.06 -0.73 0.36
H -0.37 -1.32 -0.43
S -2.89 0.49 -0.45
O 3.53 0.13 -0.27

No. 10
12
Properties=species:S:1:pos:R:3 method="wB97M-V/def2-TZVPD" charge=0 gap_ev=8.86 spin_multiplicity=1 e_homo_ev=-9.5 e_lumo_ev=-0.629
H -0.44 1.71 2.77
H -0.64 -0.53 -2.46
C -0.23 1.52 1.76
C -0.08 0.02 -0.41
N -0.05 -0.59 0.75
H 1.14 -1.04 -2.04
H 0.08 -2.09 0.20
N -0.27 2.42 0.92
O 0.17 0.22 1.83
S 0.59 1.65 -0.50
O -0.32 -2.30 -1.16
C 0.05 -1.00 -1.66

No. 11
12
Properties=species:S:1:pos:R:3 method="wB97M-V/def2-TZVPD" charge=0 gap_ev=8.61 spin_multiplicity=1 e_homo_ev=-9.2 e_lumo_ev=-0.625
H -1.25 -1.98 0.65
H -0.72 -1.70 2.41
C 1.30 -0.01 -0.45
S 0.47 1.73 -1.83
C 0.21 0.08 0.25
N 1.65 0.59 -1.63
C -1.23 -1.24 1.51
N -0.62 1.89 -0.80
H -2.18 -0.72 1.81
H 2.14 -0.72 -0.15
O -0.19 -0.28 1.38
O 0.42 2.36 -3.15

No. 12
12
Properties=species:S:1:pos:R:3 method="wB97M-V/def2-TZVPD" charge=0 gap_ev=9.31 spin_multiplicity=1 e_homo_ev=-9.3 e_lumo_ev=0.046
N -0.20 -1.50 -0.26
H 1.31 -0.60 0.81
H -0.46 -2.40 -0.65
C 1.11 -1.45 0.20
S -2.80 -1.06 -0.03
H -0.43 2.93 0.50
O -0.92 0.64 0.31
C 0.34 2.39 -0.09
H 1.21 2.90 -0.45
N 0.24 1.14 -0.33
O 1.86 -2.35 0.00
C -1.26 -0.64 0.00

No. 13
13
Properties=species:S:1:pos:R:3 method="wB97M-V/def2-TZVPD" charge=0 gap_ev=9.46 spin_multiplicity=1 e_homo_ev=-9.3 e_lumo_ev=0.125
O -0.80 -1.54 -1.33
S 0.91 0.48 -0.98
N -2.50 0.76 0.98
N -0.54 0.25 0.03
H -0.79 1.99 1.09
H 2.91 -0.21 -0.01
O 1.07 1.85 -0.54
S -2.88 -0.64 0.27
C -1.27 1.09 0.81
H 1.36 -1.02 0.89
C 1.93 -0.66 -0.01
H 1.89 -1.56 -0.71
C -1.29 -0.79 -0.49

No. 14
12
Properties=species:S:1:pos:R:3 method="wB97M-V/def2-TZVPD" charge=0 gap_ev="8.64 / 8.03" spin_multiplicity=1 e_homo_ev="-10.1 / -9.2" e_lumo_ev="-1.412 / -1.172"
H -0.74 0.63 -1.29
N 1.76 0.19 -0.14
H 1.28 0.56 1.89
C 0.87 0.52 0.89
C -1.15 0.47 -0.29
N -0.39 -1.81 0.33
O 1.40 0.38 -1.30
O 2.85 -0.23 0.20
H -2.16 -1.45 -0.66
H -2.13 0.93 -0.17
O -0.36 0.94 0.73
C -1.24 -1.12 -0.18

No. 15
12
Properties=species:S:1:pos:R:3 method="wB97M-V/def2-TZVPD" charge=0 gap_ev=10.00 spin_multiplicity=1 e_homo_ev=-9.7 e_lumo_ev=0.348
N 0.11 0.45 -0.79
H 1.56 -0.21 1.47
C 1.46 -0.79 0.52
H 0.84 -1.66 0.28
N -1.69 1.13 0.30
O -2.82 -0.96 -0.08
O 1.34 0.08 -0.73
C -1.95 -0.13 -0.19
H 0.07 2.39 0.08
O -0.84 -0.43 -1.11
H 2.36 -1.24 0.38
C -0.46 1.36 -0.13

No. 16
12
Properties=species:S:1:pos:R:3 method="wB97M-V/def2-TZVPD" charge=0 gap_ev=10.13 spin_multiplicity=1 e_homo_ev=-9.9 e_lumo_ev=0.228
H -0.48 2.64 -0.89
C -0.08 -0.44 -1.12
H -1.82 1.98 -0.42
C -0.80 1.67 -0.59
H 0.90 -1.86 0.69
O -0.59 0.75 -1.51
N -0.31 -0.34 0.42
H 0.75 -0.01 3.22
C 0.86 -0.89 1.18
O -0.29 1.15 0.64
O 0.23 -1.45 -1.63
N 1.18 -0.86 2.51

No. 17
12
Properties=species:S:1:pos:R:3 method="wB97M-V/def2-TZVPD" charge=0 gap_ev=9.71 spin_multiplicity=1 e_homo_ev=-10.0 e_lumo_ev=-0.287
H 2.07 0.25 1.46
C 0.35 -0.78 0.04
N -2.74 -0.24 -0.15
H -0.08 2.22 0.75
O -0.33 -1.86 0.18
N -0.30 0.44 -0.09
H -2.34 -1.33 -0.42
H -2.16 1.84 0.31
O 2.59 -0.18 -0.47
C -1.76 0.72 -0.04
O 0.50 1.68 -0.03
C 1.70 -0.20 0.36

No. 18
12
Properties=species:S:1:pos:R:3 method="wB97M-V/def2-TZVPD" charge=0 gap_ev=10.50 spin_multiplicity=1 e_homo_ev=-10.6 e_lumo_ev=-0.048
C -2.08 -0.05 0.26
C 0.19 0.99 -0.05
O 1.47 -1.72 -0.14
C 2.09 -0.71 0.21
H -2.76 0.93 0.79
O -2.57 -1.20 0.01
H -0.14 -0.89 -0.28
H 2.16 1.24 0.46
N 1.49 0.55 0.08
H 3.16 -0.51 0.40
O -0.10 2.22 -0.13
N -0.64 -0.05 -0.34

No. 19
12
Properties=species:S:1:pos:R:3 method="wB97M-V/def2-TZVPD" charge=0 gap_ev=9.71 spin_multiplicity=1 e_homo_ev=-9.5 e_lumo_ev=0.215
N 1.98 1.13 -0.06
C -0.50 1.17 -0.08
O 1.78 -1.22 0.15
H -2.79 0.93 0.45
C 0.80 0.70 -0.04
H -0.71 2.30 0.52
O -0.74 -1.17 0.04
H 1.76 2.13 0.04
H 2.21 -0.54 0.86
N 0.77 -0.72 -0.35
O -2.72 -0.07 -0.06
C -1.33 0.12 0.11

No. 20
13
Properties=species:S:1:pos:R:3 method="wB97M-V/def2-TZVPD" charge=0 gap_ev=10.31 spin_multiplicity=1 e_homo_ev=-9.8 e_lumo_ev=0.541
O 0.10 1.32 -0.25
H 1.79 -1.74 -0.19
H -1.79 2.19 -0.11
H -1.13 1.11 1.34
C 0.61 0.13 -0.01
O 2.61 -1.18 -0.15
H 2.49 0.82 -0.47
O -2.03 -2.07 -0.11
N 1.94 0.03 -0.07
O -1.91 0.17 -0.45
C -1.27 1.25 0.23
C -1.38 -1.08 -0.07
N -0.02 -0.95 0.33

In eV Å⁻¹, the max |F| values for the records above are, in order, 3.68 0.70 3.98 0.59 7.57 5.68 2.35 2.21 3.18 4.40 3.73 1.67 3.23 2.41 8.11 5.96 5.43 5.85 7.68 2.92.
In Ha, the calculated total energy values for the records above are, in order, -376.6074 -376.6254 -376.6333 -376.5664 -376.5096 -376.5285 -376.5936 -774.7803 -774.8469 -774.6859 -774.6567 -774.8252 -1173.0292 -451.7158 -451.7796 -451.7833 -451.7362 -451.9106 -451.7015 -527.1333.